# 1
ORCA calculation (ωB97M-V/def2-TZVPD) on a 8-piece molecular cluster, C21H39F4N16O12S overall.

Computed properties:
- Gap between HOMO and LUMO: 4.65 eV
- Total charge: +1
- Spin multiplicity: 1

CARTESIAN COORDINATES (ANGSTROEM)
C  0.8313  1.2969  -1.1520
C  1.2629  0.0922  -1.4883
C  1.7457  -1.4003  -1.7379
C  2.3416  -1.6493  -3.2111
O  2.4369  -0.6034  -4.2086
C  3.8201  -0.1711  -4.1434
N  4.9719  0.2069  -4.0821
C  2.7856  -3.1172  -3.5241
C  3.3593  -3.4152  -5.0042
C  2.6228  -4.2420  -2.3856
C  3.0793  -5.7092  -2.8757
C  1.7941  -6.3473  -3.6486
O  1.8572  -6.8798  -4.7898
F  0.5277  -6.2555  -2.9405
N  2.1033  -3.9375  -1.0358
C  2.0771  -5.1199  -0.1015
O  3.3763  -5.5887  0.3165
C  4.2334  -4.5399  0.8403
C  1.6552  -2.5674  -0.6496
S  0.9678  -2.2423  1.0362
O  1.8003  -2.8562  2.1681
O  0.7631  -0.8048  1.4041
C  -0.6929  -3.1676  1.1110
F  -1.7428  -2.2978  1.5822
F  -0.6451  -4.2618  2.0641
F  -1.0933  -3.6393  -0.1849
H  0.1828  2.2591  -1.0289
H  3.1939  -4.4984  -5.3582
H  4.5178  -3.2871  -4.9240
H  2.9294  -2.6925  -5.8046
H  3.3956  -6.4261  -2.0409
H  3.9749  -5.6668  -3.6201
H  1.5795  -6.0128  -0.6661
H  1.4384  -4.9780  0.8408
H  3.9177  -4.2675  1.9258
H  5.2931  -5.0165  0.9559
H  4.3797  -3.6278  0.1588
C  -1.9101  4.5075  -2.0658
O  -1.3711  3.4399  -1.7868
N  -1.7929  5.0881  -3.2797
N  -2.6665  5.1934  -1.1842
H  -2.2270  5.9602  -3.5267
H  -1.2358  4.6064  -3.9677
H  -2.7786  4.7939  -0.2656
H  -3.1155  6.0676  -1.3936
C  3.1130  2.0276  2.6762
O  3.1872  2.0547  1.4543
N  3.7361  2.9288  3.4667
N  2.3986  1.0900  3.3429
H  3.6868  2.9224  4.4721
H  4.2787  3.6437  3.0080
H  1.9189  0.3997  2.7872
H  2.3245  1.0494  4.3437
C  -1.5578  7.0195  2.0586
O  -2.2738  6.4977  1.2166
N  -1.9342  7.1624  3.3508
N  -0.3257  7.5002  1.7723
H  -1.3608  7.5879  4.0570
H  -2.8465  6.8165  3.6042
H  -0.0086  7.4125  0.8193
H  0.2776  7.9320  2.4491
C  -5.6848  5.2902  -3.8907
O  -4.7334  6.0542  -3.8129
N  -6.5433  5.2970  -4.9372
N  -5.9620  4.3716  -2.9380
H  -7.3297  4.6782  -5.0197
H  -6.3700  5.9683  -5.6690
H  -5.3441  4.3348  -2.1415
H  -6.7375  3.7352  -2.9830
C  4.7052  1.7611  7.2037
O  4.3173  2.6622  6.4730
N  5.9880  1.6601  7.6188
N  3.8845  0.7866  7.6606
H  6.3262  0.9289  8.2183
H  6.6311  2.3680  7.2997
H  2.9192  0.8269  7.3736
H  4.1837  0.0391  8.2610
C  -3.8538  -0.3539  -1.9343
O  -4.2491  0.5545  -2.6491
N  -2.5636  -0.4546  -1.5272
N  -4.6659  -1.3375  -1.4861
H  -2.2189  -1.1920  -0.9400
H  -1.9257  0.2614  -1.8404
H  -5.6330  -1.2970  -1.7669
H  -4.3614  -2.0929  -0.8975
C  -5.0736  -3.9915  1.3222
O  -5.4618  -3.0804  0.6039
N  -3.7884  -4.1037  1.7356
N  -5.8961  -4.9685  1.7672
H  -3.4541  -4.8450  2.3252
H  -3.1394  -3.3945  1.4257
H  -6.8621  -4.9213  1.4817
H  -5.5987  -5.7249  2.3571


# 2
ORCA calculation (ωB97M-V/def2-TZVPD) on C21H39FeNP2 as an isolated structure.

Computed properties:
- Gap between HOMO and LUMO (alpha / beta): 4.25 / 6.50 eV
- Spin multiplicity: 5

CARTESIAN COORDINATES (ANGSTROEM)
P  0.1746  -2.0011  -2.1604
P  -0.2782  2.4275  -1.4314
C  0.3400  0.1372  -3.4418
C  0.4553  1.5769  -2.9436
H  -0.5859  0.0112  -4.0122
H  1.2669  -0.1984  -3.9076
H  1.5085  1.8961  -3.0236
H  -0.1416  2.2332  -3.5969
C  -1.8909  3.1217  -1.8725
H  -2.2925  3.6507  -1.0025
H  -2.5998  2.3365  -2.1645
H  -1.7992  3.8257  -2.7132
C  1.0247  3.6813  -1.5068
H  0.8584  4.3075  -2.3968
H  2.0069  3.2098  -1.6204
H  1.0271  4.3030  -0.6122
C  -1.0689  -3.2172  -2.6694
H  -1.1874  -3.9682  -1.8767
H  -0.7780  -3.7115  -3.6069
H  -2.0381  -2.7240  -2.8303
C  1.8335  -2.7399  -2.3273
H  2.5889  -1.9469  -2.4102
H  1.9147  -3.3960  -3.2052
H  2.0224  -3.3182  -1.4102
Fe  -0.2382  0.1232  -1.7112
C  0.3967  1.3663  -5.6443
C  -0.9589  1.4493  -5.5354
C  -1.8611  0.6656  -6.4236
C  -1.4090  -0.7922  -6.7121
C  -0.6332  -1.4771  -5.6164
C  0.7135  -1.5899  -5.6384
C  1.5888  -0.7718  -6.5528
C  1.1218  0.6937  -6.7599
C  0.0234  -1.7555  -0.3585
H  1.0777  1.9918  -5.0642
H  -1.4847  2.2433  -4.9912
H  -1.9422  1.1658  -7.4093
H  -2.8798  0.6484  -5.9944
H  -2.3203  -1.3871  -6.8938
H  -0.8641  -0.7999  -7.6710
H  -1.2159  -2.0380  -4.8855
H  1.2382  -2.4270  -5.1596
H  1.6740  -1.1899  -7.5793
H  2.6159  -0.7763  -6.1396
H  2.0369  1.2968  -6.8951
H  0.5491  0.7797  -7.6971
H  -0.2557  -0.7663  0.0883
H  1.0064  -2.0518  0.0516
H  -0.7092  -2.4993  0.0086
C  -2.6392  0.9916  0.8786
C  -1.3209  1.5481  1.1949
C  -0.9410  2.0344  2.4373
C  0.4451  2.2336  2.4183
C  0.9121  1.8626  1.1662
C  2.3275  1.7547  0.8150
N  -0.1886  1.5097  0.3752
H  -2.7213  0.4795  -0.0917
H  -3.4050  1.7758  0.9254
H  -2.9054  0.2556  1.6596
H  -1.6151  2.2045  3.2612
H  1.0785  2.5830  3.2133
H  2.7661  2.7270  0.5425
H  2.8544  1.4344  1.7327
H  2.5759  1.0121  0.0377


# 3
ORCA calculation (ωB97M-V/def2-TZVPD) on C21H39NNiP2 as an isolated structure.

Computed properties:
- Gap between HOMO and LUMO (alpha / beta): 7.00 / 4.91 eV
- Spin multiplicity: 3

CARTESIAN COORDINATES (ANGSTROEM)
P  1.1818  -1.8061  -1.2031
P  1.9964  1.0532  -0.7154
C  1.3134  -0.7303  -2.7070
C  2.2858  0.4228  -2.4361
H  0.2856  -0.3894  -2.8900
H  1.6183  -1.3672  -3.5428
H  3.3385  0.1094  -2.4907
H  2.1439  1.2566  -3.1314
C  0.7391  2.3250  -1.0661
H  0.3954  2.7241  -0.1045
H  -0.1090  1.8953  -1.6127
H  1.1800  3.1371  -1.6665
C  3.4199  2.1066  -0.2749
H  3.8091  2.6200  -1.1644
H  4.2245  1.5053  0.1701
H  3.0573  2.8450  0.4615
C  -0.0390  -3.0728  -1.6024
H  -0.1273  -3.7218  -0.7151
H  0.2634  -3.6648  -2.4838
H  -1.0152  -2.5928  -1.7832
C  2.7680  -2.6991  -1.3527
H  3.5937  -2.0890  -0.9706
H  2.9963  -2.9986  -2.3896
H  2.6991  -3.5938  -0.7136
Ni  1.5995  -0.5987  0.2915
C  -2.7620  1.0362  -1.5824
C  -3.5078  0.9756  -2.6869
C  -4.9059  0.4492  -2.7222
C  -5.1915  -0.6811  -1.6914
C  -4.1683  -1.7723  -1.4956
C  -3.1523  -1.8756  -0.6309
C  -2.6267  -0.7753  0.2447
C  -3.0778  0.6420  -0.1680
C  2.6987  -1.5516  1.5737
H  -1.7720  1.4610  -1.6854
H  -3.1082  1.3232  -3.6556
H  -5.1501  0.0903  -3.7318
H  -5.6157  1.2756  -2.5317
H  -5.4837  -0.2065  -0.7455
H  -6.0920  -1.1800  -2.0940
H  -4.4106  -2.6582  -2.0965
H  -2.7983  -2.8825  -0.3713
H  -1.5270  -0.8316  0.2481
H  -2.9446  -0.9728  1.2869
H  -4.1414  0.7438  0.0764
H  -2.5497  1.3388  0.5076
H  3.7427  -1.1874  1.6144
H  2.6823  -2.6470  1.5195
H  2.1854  -1.1977  2.4935
C  3.7544  1.9279  3.2263
C  2.3215  1.7370  3.5080
C  1.4592  2.5202  4.3406
C  0.2265  1.8418  4.3780
C  0.3867  0.6654  3.5781
C  -0.5949  -0.4067  3.3501
N  1.6145  0.6985  2.9921
H  4.3572  1.8000  4.1359
H  3.9250  2.9457  2.8614
H  4.0911  1.1912  2.4851
H  1.7435  3.4685  4.7807
H  -0.6856  2.1115  4.8978
H  -0.6524  -1.0790  4.2195
H  -1.5991  0.0085  3.1769
H  -0.2896  -1.0227  2.4874


So what do the calculations give for ΔE to the lowest compared entry with this formula, charge and spin? Going down the list: 876.6, 387.0, 0.0 kJ/mol.